(1)
Density functional theory data (ωB97M-V with the def2-TZVPD basis set) for C62H56N3O2P3STi as an isolated structure at a distorted geometry.

Properties
HOMO energy (alpha / beta): -4.0466 / -7.2985 eV
HOMO-LUMO gap (alpha / beta): 4.213 / 7.609 eV
E_LUMO (alpha / beta): 0.166 / 0.310 eV

Geometry as ORCA input:
```
! wB97M-V def2-TZVPD RIJCOSX def2/J DEFGRID3
* xyz 0 3
Ti -0.6478 0.0692 -0.1266
C -2.8208 -5.7996 4.6220
C -2.7359 -5.8831 3.2426
C -2.0989 -4.8840 2.5286
C -1.5261 -3.8021 3.1865
C -1.5792 -3.7462 4.5758
C -2.2380 -4.7324 5.2866
P -0.8277 -2.4389 2.1637
C 0.4930 -1.8056 3.2736
C 0.2592 -0.6776 4.1524
C 1.1922 0.1272 4.6827
C 2.6231 0.1540 4.2717
C 3.0050 -1.7014 3.2368
C 1.6994 -2.3683 3.0282
C -2.2439 -1.2892 2.2115
C -3.2762 -1.3629 3.1438
C -4.4479 -0.6671 2.9250
C -4.5846 0.0727 1.7609
C -3.5354 0.1635 0.8600
C -2.3152 -0.5048 1.0409
H -3.3455 -6.5600 5.1811
H -3.1786 -6.7212 2.7252
H -2.0479 -4.9309 1.4482
H -1.1093 -2.9211 5.0947
H -2.3101 -4.6618 6.3628
H -0.7803 -0.5170 4.4243
H 0.8974 0.8451 5.4418
H 3.1210 1.0691 4.5990
H 3.8075 -2.2511 2.7415
H 1.7217 -3.2713 2.4252
H -3.1736 -1.9678 4.0361
H -5.2583 -0.7279 3.6383
H -5.5149 0.5862 1.5572
H -3.7020 0.7517 -0.0396
C 4.0306 -0.3347 -0.6935
C 3.3826 -1.7047 -0.6025
P 1.5479 -1.9041 -0.9654
C 1.6809 -3.7558 -0.8401
C 2.6041 -4.4793 -1.5978
C 2.7651 -5.8383 -1.4042
C 2.0005 -6.5128 -0.4658
C 1.0588 -5.8150 0.2685
C 0.9059 -4.4524 0.0736
C 1.5165 -1.7926 -2.8074
C 0.9216 -2.8036 -3.5586
C 0.7784 -2.6822 -4.9284
C 1.2128 -1.5393 -5.5792
C 1.8128 -0.5310 -4.8473
C 1.9608 -0.6573 -3.4778
P 3.1824 0.9274 0.3937
C 4.1877 2.3790 -0.1337
C 3.4588 3.5486 -0.3361
C 4.0633 4.6866 -0.8337
C 5.4150 4.6706 -1.1322
C 6.1560 3.5210 -0.9136
C 5.5475 2.3798 -0.4248
C 3.8736 0.3900 2.0115
C 2.7764 -0.2256 2.7863
C 3.4119 -1.1380 4.6127
C 4.8713 -0.8435 4.6489
C 5.5724 -0.1534 3.7276
C 5.1396 0.4194 2.4777
H 4.0063 0.0503 -1.7138
H 5.0826 -0.4363 -0.4046
H 3.4970 -2.0798 0.4211
H 3.9197 -2.3904 -1.2641
H 3.1876 -3.9878 -2.3635
H 3.5005 -6.3749 -1.9871
H 2.1351 -7.5734 -0.3139
H 0.4467 -6.3197 1.0016
H 0.1683 -3.9134 0.6515
H 0.5692 -3.7006 -3.0697
H 0.3143 -3.4826 -5.4849
H 1.0858 -1.4393 -6.6471
H 2.1565 0.3666 -5.3415
H 2.4080 0.1487 -2.9232
H 2.3984 3.5431 -0.1125
H 3.4816 5.5839 -0.9880
H 5.8872 5.5495 -1.5424
H 7.2157 3.5110 -1.1257
H 6.1414 1.4903 -0.2779
H 1.8439 -0.1134 2.2326
H 3.0787 -1.6921 5.4887
H 5.4038 -1.2045 5.5194
H 6.6284 -0.0294 3.9332
H 5.9167 0.8930 1.8929
O -1.4249 1.7377 -0.1894
C -2.0771 2.4016 -1.1093
C -2.4766 3.7189 -0.8424
C -3.2194 4.4466 -1.7486
C -3.5660 3.8762 -2.9734
C -3.1759 2.5938 -3.2729
C -2.4395 1.8051 -2.3632
C -2.1353 0.4369 -2.6250
N -1.5808 -0.4613 -1.7788
C -1.6477 -1.6818 -2.3939
C -2.1998 -1.5475 -3.6286
N -2.5017 -0.2197 -3.7740
H -2.1928 4.1426 0.1128
H -3.5281 5.4528 -1.5112
H -4.1553 4.4410 -3.6790
H -3.4649 2.1783 -4.2272
H -1.3118 -2.5723 -1.8855
H -2.3879 -2.2584 -4.4067
H -2.8914 0.2087 -4.5942
N 0.7865 1.0811 -1.3395
C 0.8619 2.0086 -2.0568
C 1.0783 3.0417 -2.9491
C 2.2410 3.0308 -3.7591
C 2.4493 4.0163 -4.6905
C 1.5294 5.0483 -4.8571
C 0.3994 5.0897 -4.0438
C 0.1718 4.1174 -3.1005
H 2.9684 2.2443 -3.6224
H 3.3430 3.9925 -5.2995
H 1.6958 5.8105 -5.6029
H -0.3112 5.8964 -4.1549
H -0.7018 4.1614 -2.4727
C 1.2779 2.8954 2.7564
S 0.0642 2.3537 1.4785
C -1.3964 2.5913 2.5552
O 0.2319 0.8628 1.4867
H 1.1482 3.9609 2.9066
H 2.2730 2.6992 2.3676
H 1.1316 2.3494 3.6779
H -1.5048 3.6419 2.7963
H -1.2556 1.9939 3.4489
H -2.2584 2.2308 2.0006
*
```

---

(2)
Density functional theory data (ωB97M-V with the def2-TZVPD basis set) for C62H58N3O5P2S4Ti as an isolated structure at a distorted geometry.

Properties
HOMO energy: -9.9045 eV
HOMO-LUMO gap: 6.669 eV
E_LUMO: -3.236 eV
Energy above the lowest of the compared OMol25 structures with the same formula, charge and spin: 1.799 eV

Geometry as ORCA input:
```
! wB97M-V def2-TZVPD RIJCOSX def2/J DEFGRID3
* xyz 1 1
Ti 0.0101 1.3062 0.9204
C -0.3879 2.0535 4.2244
N -1.0781 2.3482 2.9389
C -2.5251 2.1264 3.1742
C -2.9102 0.6629 3.2596
N -2.9351 -0.0066 1.9512
C -3.1344 -1.4438 2.1377
C -3.9425 0.5604 1.0941
C -5.2681 0.1455 1.1621
C -6.2258 0.6564 0.2991
C -5.8624 1.5982 -0.6500
C -4.5480 2.0273 -0.7168
C -3.5894 1.5193 0.1566
S -1.9819 2.2400 -0.0161
C -0.7748 3.7379 2.6130
C -1.6612 4.7876 2.8276
C -1.2716 6.0950 2.5700
C 0.0073 6.3678 2.1112
C 0.8865 5.3246 1.8817
C 0.5020 4.0077 2.1193
S 1.6515 2.6979 1.8030
H -0.8689 2.6081 5.0354
H 0.6565 2.3445 4.1696
H -0.4540 0.9936 4.4357
H -3.0917 2.6008 2.3757
H -2.8044 2.6158 4.1128
H -3.9085 0.6167 3.7224
H -2.2359 0.1042 3.9134
H -3.3032 -1.9183 1.1735
H -3.9743 -1.6705 2.8073
H -2.2422 -1.8541 2.5925
H -5.5603 -0.5978 1.8908
H -7.2492 0.3120 0.3664
H -6.5946 1.9947 -1.3403
H -4.2462 2.7593 -1.4551
H -2.6571 4.6081 3.2008
H -1.9739 6.8998 2.7413
H 0.3164 7.3863 1.9195
H 1.8862 5.5228 1.5164
O -2.5673 -1.0868 -0.7033
S -1.1850 -0.6164 -0.4968
C -0.3370 -2.1557 -0.0286
C -0.6826 -3.2689 -0.7812
C -0.2728 -4.5308 -0.3881
C 0.4680 -4.6815 0.7723
C 0.7717 -3.5708 1.5416
C 0.3768 -2.2843 1.1652
P 0.7170 -0.9010 2.3317
C 2.5394 -0.9136 2.5808
C 3.0959 0.1405 3.3033
C 4.4561 0.1946 3.5547
C 5.2918 -0.8042 3.0788
C 4.7523 -1.8542 2.3534
C 3.3884 -1.9092 2.1059
C 0.1726 -1.6210 3.9525
C 0.6660 -1.0771 5.1413
C 0.2817 -1.5774 6.3749
C -0.6019 -2.6438 6.4528
C -1.0815 -3.2115 5.2843
C -0.6952 -2.7084 4.0499
C -0.7243 -0.0126 -2.1781
C -1.2709 -0.8183 -3.1662
C -1.2276 -0.4406 -4.4982
C -0.6518 0.7632 -4.8447
C -0.1322 1.5812 -3.8524
C -0.1467 1.2319 -2.5044
P 0.5441 2.4857 -1.3159
C 2.3041 2.6163 -1.7964
C 2.9098 1.8390 -2.7760
C 4.2582 1.9984 -3.0732
C 5.0121 2.9381 -2.3915
C 4.4092 3.7362 -1.4262
C 3.0670 3.5807 -1.1360
C 0.0099 4.1785 -1.8280
C -0.7959 4.9960 -1.0378
C -1.1049 6.2891 -1.4357
C -0.6116 6.7934 -2.6270
C 0.2271 6.0075 -3.4042
C 0.5484 4.7234 -2.9996
H -1.2912 -3.1517 -1.6646
H -0.5498 -5.3908 -0.9782
H 0.7862 -5.6632 1.0976
H 1.2934 -3.7108 2.4792
H 2.4745 0.9582 3.6416
H 4.8632 1.0296 4.1093
H 6.3563 -0.7597 3.2644
H 5.3937 -2.6357 1.9678
H 3.0087 -2.7359 1.5246
H 1.3831 -0.2701 5.1208
H 0.6857 -1.1364 7.2765
H -0.9002 -3.0382 7.4148
H -1.7530 -4.0591 5.3249
H -1.0712 -3.1933 3.1609
H -1.7822 -1.7263 -2.8871
H -1.6680 -1.0757 -5.2539
H -0.6133 1.0796 -5.8779
H 0.2853 2.5324 -4.1452
H 2.3356 1.1148 -3.3334
H 4.7118 1.3893 -3.8442
H 6.0627 3.0604 -2.6188
H 4.9893 4.4830 -0.9007
H 2.6032 4.2212 -0.3969
H -1.1783 4.6475 -0.0921
H -1.7291 6.9025 -0.7991
H -0.8575 7.7999 -2.9389
H 0.6497 6.3985 -4.3201
H 1.2590 4.1638 -3.5923
C -2.3011 -7.7218 -3.8271
C -1.2870 -6.6156 -3.9172
C 0.0458 -6.8357 -3.5785
C 0.9776 -5.8114 -3.6342
C 0.5694 -4.5497 -4.0422
C -0.7455 -4.3110 -4.4150
C -1.6649 -5.3438 -4.3457
S 1.7438 -3.2484 -4.1392
O 2.9970 -3.8258 -4.5371
O 1.1681 -2.1548 -4.8682
N 1.8663 -2.7227 -2.5613
C 2.4311 -1.3527 -2.4993
C 3.0571 -1.0604 -1.1276
C 2.5642 0.1080 -0.3012
O 3.3305 0.9037 0.1739
O 1.2355 0.1832 -0.1210
H -1.8232 -8.6913 -3.6989
H -2.9234 -7.7618 -4.7208
H -2.9644 -7.5582 -2.9755
H 0.3627 -7.8314 -3.2916
H 2.0210 -5.9984 -3.4148
H -1.0201 -3.3345 -4.7868
H -2.6881 -5.1705 -4.6568
H 2.4939 -3.3753 -2.0971
H 1.6415 -0.6574 -2.7653
H 3.2221 -1.2424 -3.2450
H 4.1189 -0.8445 -1.2419
H 2.9901 -1.9532 -0.4970
*
```

---

(3)
Density functional theory data (ωB97M-V with the def2-TZVPD basis set) for C62H62BrF5N6OReS3Si2Te as an isolated structure at a distorted geometry.

Properties
HOMO energy (alpha / beta): -10.6875 / -10.5683 eV
HOMO-LUMO gap (alpha / beta): 5.714 / 3.278 eV
E_LUMO (alpha / beta): -4.974 / -7.290 eV
Energy above the lowest of the compared OMol25 structures with the same formula, charge and spin: 6.931 eV

Geometry as ORCA input:
```
! wB97M-V def2-TZVPD RIJCOSX def2/J DEFGRID3
* xyz 2 4
Re -0.3148 -1.4157 -0.2760
Br 1.9511 -4.7482 -5.4465
C 2.3298 -3.7052 -3.9155
C 3.4257 -2.8493 -3.9112
C 3.6540 -2.0374 -2.8197
C 2.8119 -2.1051 -1.7128
O 3.0146 -1.2031 -0.7176
C 1.7697 -3.0487 -1.6833
C 1.0297 -3.2240 -0.4413
N -0.2273 -3.6248 -0.3696
C -0.5753 -4.2247 0.8513
C -0.6272 -5.5881 1.0433
C -0.9003 -6.1058 2.3157
C -1.0859 -5.2717 3.3876
C -1.0427 -3.8729 3.2256
C -1.2134 -2.9593 4.2859
C -1.1689 -1.6172 4.0099
C -0.9371 -1.1837 2.7022
N -0.7410 -2.0006 1.6769
C -0.7977 -3.3448 1.9341
C 1.5028 -3.8145 -2.8115
H 4.0707 -2.7960 -4.7742
H 4.4761 -1.3401 -2.8135
H 1.6714 -3.3645 0.4437
H -0.4562 -6.2570 0.2159
H -0.9426 -7.1759 2.4519
H -1.2684 -5.6653 4.3751
H -1.3747 -3.3266 5.2862
H -1.3195 -0.8782 4.7811
H -0.8837 -0.1305 2.4890
H 0.6850 -4.5173 -2.7916
N -0.5880 0.5693 -0.2522
S -0.3048 1.9013 -0.8685
N 0.3176 2.9777 0.2099
S 1.8668 3.0199 0.4657
N 2.6287 1.6747 0.4706
S 2.0773 0.3058 1.2450
N 1.8530 -0.7947 0.0189
C 3.6869 -0.3225 1.7517
C 4.8626 0.2341 1.2887
C 6.0697 -0.3678 1.6018
C 6.0930 -1.5211 2.3679
C 4.9081 -2.0706 2.8345
C 3.6978 -1.4738 2.5237
C 1.6687 1.2209 3.0763
C 2.4118 1.0225 4.2124
C 1.8414 1.3647 5.4363
C 0.5635 1.8921 5.4923
C -0.1623 2.0863 4.3292
C 0.3912 1.7348 3.1059
C 2.1649 3.9571 1.9686
C 3.4499 3.8494 2.4768
C 3.8023 4.5883 3.5920
C 2.8712 5.4259 4.1865
C 1.5888 5.5208 3.6705
C 1.2288 4.7927 2.5471
C 2.6688 4.0470 -0.7605
C 2.0918 5.2903 -0.9685
C 2.6699 6.1551 -1.8783
C 3.8099 5.7699 -2.5672
C 4.3784 4.5261 -2.3459
C 3.8130 3.6541 -1.4286
C 0.7604 2.1824 -2.3127
C 1.8674 1.3985 -2.5631
C 2.7087 1.7382 -3.6117
C 2.4377 2.8513 -4.3888
C 1.3299 3.6373 -4.1171
C 0.4882 3.3086 -3.0681
C -1.8532 2.7178 -1.2737
C -2.2805 3.8373 -0.5830
C -3.4675 4.4446 -0.9581
C -4.2077 3.9284 -2.0105
C -3.7805 2.7924 -2.6800
C -2.5956 2.1768 -2.3113
H 4.8205 1.1216 0.6791
H 6.9901 0.0630 1.2406
H 7.0353 -1.9937 2.5968
H 4.9299 -2.9661 3.4355
H 2.7602 -1.8832 2.8753
H 3.4130 0.6218 4.1780
H 2.4068 1.1981 6.3400
H 0.1179 2.1270 6.4476
H -1.1668 2.4806 4.3671
H -0.1815 1.8602 2.1978
H 4.1570 3.1871 2.0020
H 4.8026 4.5164 3.9881
H 3.1540 6.0214 5.0411
H 0.8711 6.1718 4.1419
H 0.2385 4.8649 2.1306
H 1.2044 5.5650 -0.4194
H 2.2347 7.1265 -2.0449
H 4.2614 6.4505 -3.2709
H 5.2639 4.2356 -2.8871
H 4.2386 2.6832 -1.2320
H 2.0675 0.5428 -1.9456
H 3.5659 1.1220 -3.8284
H 3.0891 3.1069 -5.2101
H 1.1120 4.5038 -4.7205
H -0.3698 3.9219 -2.8438
H -1.6716 4.2227 0.2191
H -3.8101 5.3259 -0.4402
H -5.1196 4.4186 -2.3116
H -4.3643 2.3943 -3.4939
H -2.2258 1.3059 -2.8321
C -5.1171 -4.0861 -2.9415
Si -3.8887 -4.9154 -1.7439
C -4.5194 -6.5318 -0.9673
C -2.1791 -5.1702 -2.5505
C -3.6376 -3.6409 -0.3175
Te -2.7367 -1.9967 -1.3263
C -4.2645 -0.5888 -0.8093
Si -4.6064 -0.0928 1.0217
C -3.2523 1.1487 1.5306
C -4.5680 -1.5738 2.2211
C -6.3069 0.7629 0.9331
H -5.3119 -4.7148 -3.8049
H -4.7169 -3.1382 -3.3041
H -6.0734 -3.8865 -2.4642
H -4.5900 -7.3099 -1.7183
H -5.5063 -6.4129 -0.5340
H -3.8564 -6.8880 -0.1847
H -2.2485 -5.6304 -3.5312
H -1.5467 -5.8077 -1.9386
H -1.6811 -4.2071 -2.6770
H -3.0130 -4.0284 0.4770
H -4.5837 -3.3243 0.1021
H -5.1559 -1.0247 -1.2639
H -4.0345 0.3170 -1.3689
H -2.3139 0.8980 1.0415
H -3.0955 1.1575 2.6044
H -3.5178 2.1582 1.2338
H -3.6084 -2.0823 2.1912
H -5.3411 -2.3048 2.0079
H -4.7275 -1.2284 3.2381
H -6.3095 1.5517 0.1858
H -6.5753 1.2174 1.8802
H -7.1045 0.0748 0.6730
F -1.6856 -1.3889 -3.9220
C -0.3004 -1.5772 -3.8793
F 0.0356 -0.9633 -2.6074
C 0.2849 -0.6643 -4.9378
F 1.6282 -0.6802 -4.8933
F -0.0618 0.6511 -4.8144
F -0.0747 -1.0384 -6.1590
*
```